# C29H42ClO16P

A cluster of 6 separate species, C29H42ClO16P in total (the ωB97M-V functional and the def2-TZVPD basis, the OMol25 dataset).

```
89
Properties=species:S:1:pos:R:3
Cl -2.35 -0.51 -1.71
P -1.58 1.11 0.74
O 5.50 -3.58 -1.50
O 4.37 -5.50 4.02
O -0.37 9.39 1.15
O 4.21 -6.17 1.91
O 0.16 -6.28 1.03
O -1.70 2.84 -1.52
O 1.69 10.30 1.09
O -2.19 -3.68 -4.08
O 5.88 -6.96 3.20
O -3.41 -5.36 -3.22
O 6.85 -2.15 -2.61
O 1.30 8.56 2.41
O 0.23 -4.04 1.21
O 7.60 -3.32 -0.83
O -1.41 -5.06 0.05
O -1.42 -5.76 -4.20
C -5.08 4.68 -0.04
C -2.31 -1.64 0.75
C 4.92 -6.28 3.06
C 2.86 10.16 1.90
C 0.76 9.42 1.51
C -0.82 -7.22 0.56
C 6.96 -4.09 0.19
C -1.98 -1.62 2.24
C -0.30 -5.03 0.80
C -6.54 3.07 -1.34
C -2.78 3.49 -0.97
C 5.73 -4.60 -0.52
C -0.54 -4.97 -5.02
C -1.59 -6.40 -0.45
C -0.75 5.88 -1.05
C -4.02 3.01 -1.35
C -1.31 5.21 0.22
C 3.00 -5.44 2.18
C -0.84 -3.56 -4.53
C 2.72 8.74 2.42
C -2.44 -4.96 -3.78
C -3.85 5.17 0.34
C -1.60 -0.55 -0.07
C -1.37 6.23 1.35
C 6.67 -2.94 -1.73
C -0.84 2.10 -0.66
C -2.66 4.61 -0.12
C -5.19 3.59 -0.90
C 3.38 -4.66 3.42
H 5.91 -5.55 -1.04
H -1.15 -6.45 -1.45
H -0.35 6.46 1.68
H 0.23 6.33 -0.86
H -0.55 -0.84 -0.22
H 2.82 10.90 2.70
H -7.06 3.82 -1.94
H 2.75 -4.81 1.33
H -5.98 5.16 0.34
H 2.20 -6.15 2.35
H -0.21 -3.27 -3.69
H 3.10 8.60 3.43
H -0.82 -5.12 -6.06
H 7.63 -4.87 0.54
H -2.35 -2.54 2.70
H -0.90 -1.58 2.41
H -1.87 7.15 1.05
H -4.05 2.15 -2.01
H -2.95 1.38 0.59
H 3.17 8.01 1.75
H -1.88 5.81 2.22
H -1.97 -2.60 0.35
H -0.32 -8.09 0.14
H 3.75 10.33 1.30
H -0.33 1.38 -1.31
H 0.49 -5.28 -4.86
H -1.43 -7.53 1.41
H -0.07 2.75 -0.23
H -1.44 6.67 -1.36
H -3.81 6.03 0.99
H -3.38 -1.57 0.58
H 6.72 -3.43 1.03
H -2.64 -6.64 -0.51
H 2.56 -4.51 4.11
H 3.84 -3.69 3.19
H -2.46 -0.79 2.76
H -6.43 2.18 -1.95
H 4.86 -4.70 0.12
H -0.68 5.18 -1.88
H -0.77 -2.80 -5.31
H -7.17 2.85 -0.48
H -0.61 4.44 0.54
```

Values from the calculation:
- LUMO energy: 0.01 eV
- Gap between HOMO and LUMO: 8.3 eV
- Net charge: 0
- E: -3135.657055 hartree
- Spin multiplicity: 1
- SMILES: CC[C@@H](Cl)PCOc1cc(C)ccc1C(C)C.O=C1OCCO1.O=C1OCCO1.O=C1OCCO1.O=C1OCCO1.O=C1OCCO1

***

# C29H42CrN3OS2SbSi3

A structure of composition C29H42CrN3OS2SbSi3 in a non-equilibrium geometry (the ωB97M-V functional and the def2-TZVPD basis, the OMol25 dataset).

```
82
Properties=species:S:1:pos:R:3
Sb 1.45 -0.30 2.14
Cr -0.58 0.24 0.30
S -2.32 1.57 -0.96
S -1.53 -1.72 -1.02
Si 2.26 2.33 0.39
Si 0.94 -3.20 3.43
Si -0.48 -0.88 5.07
O 1.76 0.34 -3.38
N -1.85 -0.71 1.95
N 0.77 0.31 -1.22
N -1.37 2.20 2.09
C -1.00 0.91 5.07
C -4.39 -1.35 -3.83
C -2.28 3.03 2.57
C -0.07 2.55 2.05
C 2.73 -2.94 3.95
C 0.35 -4.50 4.68
C 3.45 3.46 1.37
C -2.18 -2.88 2.83
C -3.12 -0.69 1.53
C 0.84 1.63 1.36
C -0.04 -1.58 3.37
C 1.24 0.33 -2.30
C -1.99 -1.76 5.81
C 0.92 -3.99 1.74
C -3.43 -1.82 -2.95
C -3.49 -2.86 2.38
C 0.30 3.80 2.59
C -4.00 -1.72 1.78
C -3.06 0.40 -2.05
C 0.86 -1.13 6.37
C -2.00 4.28 3.08
C -4.70 0.01 -3.83
C -2.74 -0.98 -2.06
C -4.04 0.85 -2.95
C 3.49 1.06 -0.25
C -0.66 4.66 3.09
C -1.37 -1.74 2.67
C 2.40 0.54 3.92
C 1.62 3.44 -0.98
H 1.14 -5.25 4.78
H 3.94 1.46 -1.16
H -1.27 1.17 6.10
H -2.79 4.93 3.44
H 2.34 3.53 -1.79
H 1.09 -2.18 6.54
H -2.13 -1.37 6.82
H -4.11 -3.74 2.52
H 3.27 -2.29 3.26
H -0.55 -5.03 4.37
H -1.80 -3.74 3.33
H -1.88 -2.84 5.87
H -5.02 -1.66 1.40
H 0.46 -0.73 7.31
H 1.24 -5.03 1.80
H 4.29 0.90 0.48
H -4.89 -2.03 -4.50
H -3.39 0.18 0.93
H 1.41 4.44 -0.60
H 1.72 1.19 4.46
H -0.25 1.62 4.72
H 3.22 -3.92 3.94
H -2.89 -1.55 5.23
H -0.36 5.62 3.49
H -1.87 1.03 4.44
H 3.05 4.45 1.59
H -3.17 -2.87 -2.95
H 1.60 -3.47 1.06
H 3.21 1.14 3.53
H 2.81 -0.22 4.58
H 3.78 3.01 2.31
H -5.45 0.41 -4.50
H -3.31 2.66 2.53
H 4.34 3.61 0.75
H 1.33 4.08 2.63
H 1.78 -0.60 6.15
H 2.82 -2.53 4.95
H 0.70 3.03 -1.39
H 3.05 0.10 -0.50
H -4.27 1.91 -2.94
H -0.06 -3.96 1.27
H 0.16 -4.09 5.67
```

Values from the calculation:
- Relative energy (zero: lowest compared OMol25 entry of this formula, charge and spin): 148.9 kJ/mol
- LUMO energy (spin up / spin down): 4.25 / 4.24 eV
- Gap between HOMO and LUMO (spin up / spin down): 4.8 / 5.0 eV
- Net charge: -2
- E: -4319.520230 hartree
- Spin multiplicity: 5

***

# C29H43Cl2F5N3O5SiTi

A structure of composition C29H43Cl2F5N3O5SiTi in a non-equilibrium geometry (the ωB97M-V functional and the def2-TZVPD basis, the OMol25 dataset).

```
89
Properties=species:S:1:pos:R:3
Ti -0.85 1.56 0.91
Cl -1.55 -0.67 1.33
Cl -2.32 1.46 -0.95
Si 1.29 -2.18 -1.33
F -0.34 2.86 4.51
F -4.53 2.80 2.31
F -5.54 4.59 4.12
F -1.29 4.76 6.24
F -3.86 5.69 6.00
O -0.22 -2.62 -1.99
O 0.46 2.22 -0.55
O 0.68 1.15 2.11
O 0.18 3.77 1.41
O -1.88 2.33 2.20
N 1.67 -0.48 3.31
N 0.31 3.26 -2.60
N 0.59 5.54 2.79
C 1.91 5.09 3.19
C 1.94 -7.19 -1.92
C 0.84 -7.13 -1.05
C -0.04 -6.05 -1.13
C 2.14 -6.21 -2.87
C -2.10 4.25 5.29
C -2.65 -2.69 -3.51
C 1.13 -0.37 -1.00
C 0.60 0.25 3.01
C 1.56 -1.80 3.93
C 1.23 -5.16 -2.99
C -4.25 4.19 4.20
C -0.83 -3.90 -2.21
C 2.93 -0.14 2.65
C -0.10 4.92 1.82
C 1.58 -3.02 0.30
C -3.74 3.29 3.28
C -3.41 4.71 5.19
C 2.64 -2.40 -2.61
C 0.15 -5.09 -2.12
C 0.06 6.74 3.43
C -1.47 -4.66 -4.51
C 0.49 3.26 -1.27
C -2.22 -4.67 -5.81
C -1.65 -3.80 -3.49
C 0.04 2.02 -3.33
C -0.16 4.50 -3.22
C -2.38 2.94 3.27
C -1.61 3.33 4.37
H -1.58 -4.01 -1.40
H -0.96 5.48 1.40
H -0.08 2.31 -4.37
H -1.23 4.66 -3.00
H 2.98 -3.44 -2.76
H -0.93 6.93 3.01
H 1.84 -4.08 0.21
H 0.28 -0.23 -0.29
H 2.92 -0.50 1.61
H 2.62 -8.03 -1.86
H -0.70 -5.43 -4.45
H 2.97 -6.25 -3.57
H 0.71 7.60 3.23
H 0.69 -1.83 4.60
H -3.27 -5.00 -5.72
H 3.74 -0.60 3.21
H -0.05 4.38 -4.30
H 0.85 0.10 -1.95
H 0.62 4.26 -0.83
H 3.05 0.95 2.63
H 2.30 -2.02 -3.58
H 1.94 4.91 4.27
H 1.45 -2.59 3.18
H -2.21 -3.71 -6.34
H -2.73 -2.28 -4.53
H -3.65 -3.04 -3.21
H -0.88 1.56 -2.95
H 2.65 5.87 2.95
H -0.01 6.59 4.51
H -2.35 -1.89 -2.83
H 2.42 -2.53 0.82
H -1.72 -5.40 -6.46
H 0.89 1.32 -3.26
H -0.35 0.04 3.51
H 3.52 -1.81 -2.30
H 0.63 -7.93 -0.35
H 1.34 -4.38 -3.76
H -0.91 -5.94 -0.46
H 0.69 -2.94 0.94
H 2.17 4.17 2.66
H 2.04 0.10 -0.61
H 2.46 -2.00 4.53
H 0.43 5.35 -2.88
```

Values from the calculation:
- Relative energy (zero: lowest compared OMol25 entry of this formula, charge and spin): 95.0 kJ/mol
- LUMO energy (spin up / spin down): 2.39 / 2.35 eV
- Gap between HOMO and LUMO (spin up / spin down): 3.0 / 7.3 eV
- Net charge: -1
- E: -4230.157521 hartree
- Spin multiplicity: 3